Entry 1:
{
  "formula": "C12H20Cl2O4Pt",
  "method": "the ωB97M-V functional and the def2-TZVPD basis",
  "charge": -2,
  "gap_ev": [3.24, 4.99],
  "multiplicity": 5,
  "s2": 6.024,
  "homo_ev": [1.549, -0.892],
  "elements": ["C", "C", "C", "C", "C", "C", "C", "C", "C", "C", "Pt", "Cl", "Cl", "O", "H", "H", "H", "H", "H", "H", "H", "H", "H", "H", "H", "H", "H", "H", "H", "H", "O", "H", "C", "O", "C", "O", "H", "H", "H"],
  "coordinates": [[0.31069, -1.21484, -1.00019], [1.14092, -0.06581, -1.45356], [0.30178, 1.02638, -1.66737], [2.57259, -0.14517, -1.78686], [-1.06201, 0.60552, -1.55566], [-1.08708, -0.76351, -1.19441], [-2.24918, -1.66877, -1.22287], [0.67915, -2.63073, -1.17801], [0.75430, 2.41599, -1.93423], [-2.25732, 1.45767, -1.70964], [-0.00831, -0.59579, 0.99675], [4.54172, 1.27545, 0.90819], [2.11540, -1.44902, 1.42598], [-1.86380, 0.28357, 1.17867], [2.97559, -1.12993, -1.53224], [3.15677, 0.59320, -1.21454], [2.72513, 0.02855, -2.86563], [1.71785, 2.57690, -1.42347], [0.01117, 3.12662, -1.54696], [0.89932, 2.64282, -3.00302], [-2.11557, 2.41531, -1.19363], [-3.12194, 0.95298, -1.26075], [-2.48905, 1.67786, -2.76040], [-3.09466, -1.18179, -0.72767], [-2.01173, -2.58216, -0.67361], [-2.55632, -1.92359, -2.24858], [1.66252, -2.80637, -0.74424], [0.68868, -2.87164, -2.24616], [-0.05049, -3.25136, -0.65918], [-1.67080, 1.19219, 1.50232], [-0.97018, -2.31580, 1.57455], [-1.71775, -1.88083, 2.02508], [0.18653, 0.83326, 4.91963], [-0.05508, 0.10579, 3.70992], [0.36773, 0.61655, 2.54885], [0.88427, 1.70842, 2.34884], [-0.77638, 1.20947, 5.28046], [0.89702, 1.64580, 4.76386], [0.56850, 0.08685, 5.61976]]
}



Entry 2:
{
  "formula": "C4H12",
  "method": "the ωB97M-V functional and the def2-TZVPD basis",
  "charge": 1,
  "gap_ev": [14.01, 3.29],
  "multiplicity": 2,
  "s2": 0.753,
  "homo_ev": [-16.848, -14.698],
  "elements": ["C", "C", "H", "H", "H", "H", "H", "H", "C", "C", "H", "H", "H", "H", "H", "H"],
  "coordinates": [[0.16403, -1.18217, 1.01496], [0.31144, -2.03664, 2.25044], [0.20873, -0.16738, 1.23571], [1.00986, -1.29913, 0.19160], [-0.78014, -1.29626, 0.45585], [0.02365, -3.16905, 2.27978], [0.08274, -1.66522, 3.16311], [1.47008, -2.05923, 2.40106], [-1.02900, 1.43198, -1.54054], [0.51068, 1.76746, -1.73036], [-1.31201, 1.70981, -0.51087], [-1.70861, 1.99541, -2.17073], [-1.15134, 0.43214, -1.86146], [0.59210, 2.84217, -1.92740], [0.72520, 1.04231, -2.44812], [1.09687, 1.75065, -0.77553]]
}



Entry 3:
{
  "formula": "C8H12",
  "method": "the ωB97M-V functional and the def2-TZVPD basis",
  "charge": 0,
  "gap_ev": 4.75,
  "multiplicity": 1,
  "homo_ev": -6.666,
  "elements": ["C", "C", "C", "C", "C", "C", "C", "C", "H", "H", "H", "H", "H", "H", "H", "H", "H", "H", "H", "H"],
  "coordinates": [[3.57663, -0.42308, 0.65780], [2.44138, 0.41296, 0.35147], [1.41693, 0.01607, -0.43060], [0.04967, 1.12036, -0.76897], [-1.22013, 0.71814, -0.66550], [-2.42214, 1.57484, -0.81820], [-1.55195, -0.74516, -0.34698], [-1.50810, -1.23997, 1.09127], [4.63821, -0.08032, 1.00708], [3.66970, -1.28648, -0.08819], [2.50512, 1.51327, 0.57634], [1.24320, -0.83868, -1.04262], [0.41983, 2.19185, -0.93511], [-2.27777, 2.54127, -0.38390], [-3.29747, 0.98536, -0.66265], [-2.48966, -0.90124, -0.87729], [-0.96895, -1.33884, -1.00071], [-1.82652, -2.33715, 1.17121], [-0.44267, -1.27549, 1.34710], [-1.95531, -0.60770, 1.81846]]
}



Entry 4:
{
  "formula": "C9H11NOS",
  "method": "the ωB97M-V functional and the def2-TZVPD basis",
  "charge": 0,
  "gap_ev": 7.14,
  "multiplicity": 1,
  "homo_ev": -7.130,
  "elements": ["C", "C", "C", "C", "C", "C", "C", "C", "C", "N", "O", "S", "H", "H", "H", "H", "H", "H", "H", "H", "H", "H", "H"],
  "coordinates": [[-1.69125, -1.82064, 2.52441], [-2.30731, -1.52623, 1.18219], [-0.53846, -0.99809, 2.84663], [-1.76053, -0.50410, 0.31561], [0.03834, -0.21220, 1.88035], [-0.54911, 0.08527, 0.67756], [0.04661, 1.11969, 0.00690], [0.66096, 0.00219, -2.05594], [1.21097, 2.26577, -1.72932], [0.40210, 1.21026, -1.22428], [-0.09599, -2.92510, 0.65032], [-1.43202, -3.19360, 1.31594], [-2.53978, -2.15240, 3.25570], [-3.36502, -1.77548, 1.15250], [0.01154, -1.18959, 3.75367], [-2.25425, -0.14538, -0.60963], [0.98181, 0.20828, 2.15970], [-0.17109, -0.52935, -2.54309], [1.40495, 0.17356, -2.83289], [1.02228, -0.77491, -1.44833], [0.90452, 3.09799, -1.09503], [2.26483, 2.02778, -1.61096], [1.00207, 2.60539, -2.74174]]
}



Entry 5:
{
  "formula": "C74H156N15O38P5",
  "method": "the ωB97M-V functional and the def2-TZVPD basis",
  "charge": 0,
  "gap_ev": 8.28,
  "multiplicity": 1,
  "homo_ev": -8.352,
  "elements": ["C", "C", "C", "O", "C", "O", "O", "H", "H", "H", "H", "H", "H", "C", "C", "C", "O", "C", "O", "O", "H", "H", "H", "H", "H", "H", "C", "C", "C", "O", "C", "O", "O", "H", "H", "H", "H", "H", "H", "C", "C", "C", "O", "C", "O", "O", "H", "H", "H", "H", "H", "H", "C", "C", "C", "O", "C", "O", "O", "H", "H", "H", "H", "H", "H", "C", "C", "C", "O", "C", "O", "O", "H", "H", "H", "H", "H", "H", "C", "C", "C", "O", "C", "O", "O", "H", "H", "H", "H", "H", "H", "C", "C", "C", "O", "C", "O", "O", "H", "H", "H", "H", "H", "H", "C", "C", "C", "O", "C", "O", "O", "H", "H", "H", "H", "H", "H", "C", "C", "C", "O", "C", "O", "O", "H", "H", "H", "H", "H", "H", "C", "C", "C", "O", "C", "O", "O", "H", "H", "H", "H", "H", "H", "O", "P", "N", "C", "C", "N", "C", "C", "N", "C", "C", "H", "H", "H", "H", "H", "H", "H", "H", "H", "H", "H", "H", "H", "H", "H", "H", "H", "H", "O", "P", "N", "C", "C", "N", "C", "C", "N", "C", "C", "H", "H", "H", "H", "H", "H", "H", "H", "H", "H", "H", "H", "H", "H", "H", "H", "H", "H", "O", "P", "N", "C", "C", "N", "C", "C", "N", "C", "C", "H", "H", "H", "H", "H", "H", "H", "H", "H", "H", "H", "H", "H", "H", "H", "H", "H", "H", "O", "P", "N", "C", "C", "N", "C", "C", "N", "C", "C", "H", "H", "H", "H", "H", "H", "H", "H", "H", "H", "H", "H", "H", "H", "H", "H", "H", "H", "O", "P", "N", "C", "C", "N", "C", "C", "N", "C", "C", "H", "H", "H", "H", "H", "H", "H", "H", "H", "H", "H", "H", "H", "H", "H", "H", "H", "H"],
  "coordinates": [[3.54507, 1.83312, 6.60044], [2.68571, 2.37043, 5.45227], [1.85248, 3.59859, 5.69548], [2.12908, 4.46572, 4.58902], [3.12579, 3.93361, 3.85324], [3.56969, 4.46517, 2.86216], [3.50094, 2.72062, 4.33351], [3.05646, 1.97717, 7.56409], [4.48941, 2.34482, 6.78613], [3.76626, 0.76636, 6.56582], [2.13643, 1.53380, 5.02048], [2.11777, 4.18506, 6.57513], [0.78770, 3.37056, 5.74396], [-3.98104, -2.47220, -1.56931], [-4.45889, -3.66204, -0.76041], [-5.09316, -4.80225, -1.55421], [-4.31005, -5.90900, -1.16406], [-3.36675, -5.63287, -0.32275], [-2.64676, -6.40485, 0.28645], [-3.32361, -4.26808, -0.13338], [-4.78478, -1.88631, -2.01521], [-3.39500, -2.69848, -2.46007], [-3.39916, -1.77805, -0.96294], [-5.06913, -3.47289, 0.12273], [-5.02304, -4.46722, -2.58907], [-6.15123, -4.99504, -1.37693], [-0.02783, -8.74704, -0.53168], [0.56602, -7.34667, -0.35175], [1.76922, -7.23092, 0.54765], [2.85567, -7.06883, -0.35362], [2.35690, -6.67754, -1.53047], [3.00816, -6.25162, -2.45430], [1.01769, -6.87645, -1.59754], [-0.03243, -9.33344, 0.38713], [0.36970, -9.29214, -1.38780], [-1.08463, -8.72828, -0.79799], [-0.26237, -6.78424, 0.07899], [1.85483, -8.12638, 1.16323], [1.56668, -6.36222, 1.17411], [6.17341, -3.99958, -1.73044], [6.00332, -5.46574, -1.27472], [6.41259, -6.56303, -2.23084], [7.62681, -7.06189, -1.71808], [7.77146, -6.58740, -0.48055], [8.68804, -6.93323, 0.28278], [6.84518, -5.65924, -0.17232], [5.79076, -3.32342, -0.96592], [5.73781, -3.79927, -2.70933], [7.23953, -3.81768, -1.86603], [4.95089, -5.55409, -1.00513], [6.60490, -6.10191, -3.19959], [5.57688, -7.25960, -2.29788], [-3.51459, -7.16127, -4.31460], [-2.30407, -6.34749, -3.88052], [-1.09877, -6.40973, -4.89570], [-0.79336, -5.07109, -5.12932], [-1.78209, -4.28253, -4.74948], [-1.92627, -3.09446, -4.99691], [-2.63089, -4.98480, -3.94739], [-3.40358, -8.21143, -4.04451], [-3.66158, -7.14779, -5.39456], [-4.44098, -6.82871, -3.84630], [-1.98564, -6.57544, -2.86330], [-1.55479, -6.79168, -5.80907], [-0.29443, -7.02369, -4.49049], [5.17457, 2.69180, 0.16791], [4.91370, 1.66929, 1.23469], [4.56551, 0.22825, 0.75878], [5.52932, -0.55610, 1.34399], [6.44097, 0.14567, 1.92861], [7.33473, -0.34246, 2.60097], [6.10778, 1.46984, 1.95332], [5.35883, 3.64976, 0.65419], [4.27086, 2.77906, -0.43525], [6.09081, 2.49811, -0.38985], [4.06529, 2.00122, 1.83313], [4.70361, 0.17039, -0.32089], [3.55764, -0.07315, 1.04420], [2.38845, -3.35378, 6.77910], [1.92547, -2.57479, 5.55274], [3.00625, -2.26321, 4.49398], [2.41489, -2.76137, 3.28958], [1.40421, -3.49031, 3.57408], [0.83099, -4.18825, 2.72895], [0.99335, -3.30756, 4.85039], [3.02440, -2.74898, 7.42554], [2.94186, -4.20163, 6.37538], [1.54040, -3.73765, 7.34615], [1.40847, -1.67952, 5.89814], [3.95336, -2.78455, 4.63294], [3.24011, -1.20306, 4.39662], [-4.03136, 3.95908, 4.05535], [-4.91476, 2.67757, 3.69733], [-5.98840, 3.01815, 2.67543], [-5.85160, 2.03068, 1.73123], [-4.74731, 1.30714, 1.94200], [-4.40427, 0.35760, 1.29745], [-4.12424, 1.70570, 3.01225], [-4.68564, 4.70504, 4.50655], [-3.67968, 4.53523, 3.19951], [-3.16532, 3.62629, 4.62748], [-5.38746, 2.18467, 4.54685], [-5.81491, 4.01542, 2.27115], [-6.99334, 3.02754, 3.09746], [-4.34426, -2.70505, 3.10098], [-4.07706, -4.21878, 3.20718], [-2.61127, -4.60889, 3.50044], [-2.55313, -4.86600, 4.90534], [-3.78791, -4.91037, 5.40121], [-3.99738, -5.09602, 6.60440], [-4.64400, -4.58880, 4.43216], [-5.39365, -2.41745, 3.03644], [-3.79027, -2.26711, 2.27067], [-4.06216, -2.14885, 3.99494], [-4.61989, -4.75367, 2.42787], [-1.83316, -3.86627, 3.32391], [-2.35190, -5.51676, 2.95582], [1.84115, -3.25486, -3.92852], [2.55293, -4.30724, -4.80404], [2.74661, -4.04600, -6.29513], [4.02137, -4.58087, -6.54006], [4.67303, -4.81039, -5.38058], [5.87127, -5.10737, -5.28163], [3.86132, -4.44376, -4.36083], [0.87174, -3.12039, -4.40839], [2.37756, -2.32021, -4.09222], [1.84113, -3.58040, -2.88827], [2.02749, -5.24872, -4.64390], [2.67781, -3.03642, -6.70025], [1.95909, -4.58590, -6.82090], [4.11451, -0.11585, -3.31107], [4.75661, -0.01056, -4.73127], [5.94746, -1.00867, -5.00815], [5.86914, -1.39499, -6.39151], [4.76234, -0.97865, -6.89297], [4.44986, -1.20759, -8.09598], [4.02787, -0.31101, -5.92108], [3.76858, -1.10947, -3.02623], [3.30456, 0.61299, -3.34070], [4.72356, 0.19046, -2.46057], [4.99056, 1.03902, -4.90943], [5.84424, -1.88024, -4.36177], [6.84799, -0.49127, -4.67731], [-0.15164, 1.32588, 6.50102], [-0.90999, 0.51197, 7.48707], [-0.08090, 0.20591, 8.93473], [-0.03443, 1.22412, 10.01838], [1.10452, -0.69572, 8.97303], [-1.32732, -1.06920, 6.84830], [-1.77703, -1.16100, 5.46438], [-1.73496, -2.07914, 7.72670], [-2.48209, 1.13045, 7.91544], [-3.31932, 0.41447, 8.93109], [-3.15125, 1.86879, 6.86737], [-0.36610, 0.77336, 10.95375], [-0.78380, 1.99787, 9.85149], [0.97384, 1.63614, 10.05992], [1.13888, -1.29952, 9.87986], [1.98523, -0.06950, 8.83059], [1.03756, -1.42272, 8.16365], [-2.71545, -0.62831, 5.31039], [-0.95269, -0.75516, 4.87799], [-1.95147, -2.19422, 5.16420], [-2.82043, -2.09061, 7.82522], [-1.69625, -3.09444, 7.33202], [-1.36464, -2.00521, 8.74920], [-4.11687, 1.10038, 9.21661], [-3.90496, -0.38367, 8.47492], [-2.79586, -0.02519, 9.78009], [-3.76080, 2.67728, 7.27095], [-3.82510, 1.20736, 6.32280], [-2.43554, 2.38104, 6.22436], [4.48451, 3.92525, -4.65514], [3.49093, 4.92928, -5.08881], [1.83801, 4.49077, -4.81116], [0.74849, 5.46374, -4.64703], [1.59774, 3.19862, -4.08589], [3.48266, 5.32854, -6.73442], [2.44571, 6.15959, -7.31767], [4.63016, 5.01779, -7.58918], [3.65431, 6.49929, -4.38589], [3.45899, 6.54229, -2.93465], [4.78090, 7.40477, -4.87751], [-0.18284, 5.08269, -5.06599], [1.03474, 6.41381, -5.09818], [0.63333, 5.61850, -3.57424], [1.30626, 3.44382, -3.06461], [2.48908, 2.58925, -3.93658], [0.83592, 2.62072, -4.60911], [1.46970, 5.68937, -7.19768], [2.63453, 7.18394, -6.99649], [2.60947, 6.03906, -8.38853], [5.27188, 4.28119, -7.10572], [4.18743, 4.53902, -8.46260], [5.27113, 5.87986, -7.77382], [2.38162, 6.62437, -2.79100], [3.82850, 5.61539, -2.49599], [3.90350, 7.47286, -2.58173], [5.72357, 7.18677, -4.37556], [4.47480, 8.44307, -4.74966], [4.95672, 7.21115, -5.93567], [-7.75240, 3.25649, -4.98612], [-6.47580, 3.29340, -4.29344], [-6.52709, 3.75155, -2.62068], [-6.94381, 2.75519, -1.66120], [-6.80156, 5.15889, -2.18122], [-5.38133, 4.44572, -4.86638], [-5.57256, 4.82214, -6.30979], [-4.03697, 4.78933, -4.31651], [-5.54851, 1.83515, -4.31660], [-5.39270, 0.96775, -5.49640], [-4.35943, 1.70351, -3.43901], [-7.96910, 2.42259, -1.82327], [-6.91495, 3.17631, -0.65625], [-6.23638, 1.92767, -1.71461], [-6.32650, 5.86458, -2.86270], [-6.59239, 5.40173, -1.13941], [-7.88480, 5.23192, -2.27793], [-5.34897, 3.95005, -6.92426], [-6.61987, 5.09686, -6.43538], [-4.89665, 5.63094, -6.58742], [-3.86098, 5.85788, -4.44033], [-4.05427, 4.52271, -3.25977], [-3.25889, 4.25067, -4.85738], [-4.54023, 1.28674, -6.09610], [-5.27268, -0.03891, -5.09599], [-6.27969, 0.97813, -6.12984], [-4.42297, 0.64996, -3.16683], [-4.30638, 2.38666, -2.59131], [-3.44141, 1.88989, -3.99633], [-1.43933, 6.78780, 1.09544], [-0.93480, 5.40531, 0.88650], [0.71096, 5.27745, 0.48661], [1.40956, 4.04126, 0.05283], [1.62859, 6.36684, 0.59749], [-1.91046, 4.43368, -0.16206], [-1.83900, 4.72454, -1.58404], [-3.26147, 3.96498, 0.15934], [-1.06275, 4.54831, 2.33315], [-0.90211, 5.36556, 3.49404], [-0.83094, 3.13588, 2.52202], [1.82818, 4.04143, -0.95358], [0.71716, 3.20272, 0.12721], [2.21700, 3.68745, 0.69389], [2.53109, 6.07470, 0.06061], [1.90771, 6.41473, 1.65006], [1.16402, 7.29455, 0.26337], [-2.21949, 3.91027, -2.20072], [-2.37921, 5.62975, -1.86130], [-0.79137, 4.81665, -1.87055], [-4.04948, 4.61356, -0.22339], [-3.43537, 2.96791, -0.24528], [-3.33438, 3.92090, 1.24600], [0.10340, 5.78607, 3.47915], [-1.62762, 6.17485, 3.41170], [-1.07753, 4.77575, 4.39374], [-0.67941, 2.54387, 1.61944], [-1.70138, 2.79065, 3.07994], [0.01903, 2.91416, 3.16738], [1.62541, 0.44382, -0.73485], [0.50639, -0.48716, -0.37653], [0.93967, -2.19781, -0.64723], [2.24806, -2.65979, -0.17618], [-0.11049, -3.29761, -0.69439], [-0.87163, -0.33968, -1.46408], [-0.64606, -0.65640, -2.90381], [-1.95937, 0.61013, -1.19685], [-0.01250, -0.37056, 1.32138], [0.94973, 0.28691, 2.28819], [-1.05415, -1.31060, 1.90481], [3.02563, -2.18421, -0.77394], [2.33363, -3.74183, -0.07642], [2.41739, -2.16653, 0.78096], [-0.37352, -3.62622, 0.31106], [0.33722, -4.15698, -1.19352], [-1.07792, -2.90769, -1.01086], [-1.65451, -0.87474, -3.25516], [-0.38279, 0.18746, -3.54154], [0.09783, -1.45019, -2.97180], [-1.70438, 1.57607, -1.63279], [-2.91351, 0.34155, -1.65026], [-2.08172, 0.67104, -0.11545], [1.52326, 1.08668, 1.81965], [0.40368, 0.57491, 3.18651], [1.67539, -0.41556, 2.69812], [-1.91007, -1.40206, 1.23613], [-1.46992, -0.87399, 2.81289], [-0.63343, -2.26194, 2.23048]]
}



Taking the records one at a time from the top gives F_max values of 0.06269; 0.09055; 0.17063; 0.09944; 0.09844 hartree/bohr.
Taking the records one at a time from the top gives E_tot values of -49245.501; -4329.841; -8483.420; -23878.882; -225874.673 eV.